Entry 1:
156
Properties=species:S:1:pos:R:3:forces:R:3:lowdin_charge:R:1 method="wB97M-V/def2-TZVPD" multiplicity=1 e_tot_ha=-3229.62156 homo_ev=-8.091 molar_mass_g_mol=950.24 e_above_lowest_kcal_mol=751.38 orbital_gap_ev=7.57
C -2.185419 3.747172 -0.564900 -1.5 0.0 1.0 -0.07
C -2.904814 4.216325 0.676583 0.6 -2.3 -0.5 -0.53
O -3.396006 5.304556 0.718163 -1.8 2.1 0.1 0.05
N -2.986858 3.372410 1.759277 -0.1 0.6 1.9 0.00
C -3.895657 3.674191 2.936207 0.3 -0.6 -1.8 -0.05
H -1.883317 4.650038 -1.095628 -0.6 0.0 0.8 0.10
H -2.845466 3.159257 -1.202704 0.0 0.4 0.6 0.08
H -1.249112 3.254121 -0.303497 -3.3 -0.1 -1.4 0.00
H -2.432820 2.528099 1.742669 -0.4 0.4 0.0 0.08
H -4.863567 3.744495 2.439901 -0.2 1.1 0.6 0.08
H -3.626095 4.519552 3.569287 0.0 0.1 -0.4 0.07
H -4.067936 2.811820 3.580208 0.7 -0.3 -0.1 0.07
C 2.127662 -1.194734 -3.635929 -0.1 0.5 -0.2 0.00
C 3.063725 -0.348275 -2.837888 1.5 -0.6 -1.4 -0.58
O 4.243649 -0.313240 -3.081982 1.8 0.2 -0.8 0.07
N 2.614387 0.193477 -1.724455 -1.0 1.9 2.4 0.01
C 3.351584 0.910274 -0.660252 0.5 -0.7 -1.2 -0.01
H 2.666869 -2.107173 -3.890510 -0.1 0.6 -0.4 0.09
H 1.798713 -0.732979 -4.566876 0.1 0.0 0.3 0.10
H 1.303447 -1.384040 -2.948229 0.2 -0.3 -1.0 0.06
H 1.623302 0.130686 -1.540340 1.4 -0.2 -1.0 0.06
H 2.908149 1.904587 -0.607228 0.9 0.0 0.2 0.07
H 4.425000 0.865837 -0.844382 -0.1 0.6 -0.7 0.10
H 3.298278 0.384838 0.293247 -0.8 0.6 -0.6 0.03
C 1.891639 -2.768908 2.533938 -0.6 -2.5 3.8 -0.01
C 1.910343 -3.270634 4.012044 2.4 2.8 0.6 -0.42
O 2.962896 -3.083353 4.657454 -1.8 -1.0 -0.3 0.01
N 0.704778 -3.618324 4.593413 1.4 -0.5 -0.4 0.00
C 0.548221 -4.127911 5.977892 0.2 0.1 -1.2 -0.04
H 0.886549 -2.438552 2.271738 2.6 -1.0 3.0 0.03
H 2.180906 -3.655014 1.968932 -0.7 -0.1 -0.3 0.11
H 2.709410 -2.109503 2.243184 -1.4 -0.3 1.5 0.03
H 0.005725 -3.757280 3.877794 0.4 -0.6 1.2 0.05
H 0.094090 -3.346841 6.587649 -0.1 -0.2 0.2 0.08
H 1.511002 -4.410683 6.403585 0.1 0.3 -0.2 0.08
H -0.032105 -5.050060 5.946994 -0.3 0.2 0.2 0.07
C 3.353049 1.380343 3.818518 -1.6 0.4 -0.1 0.04
C 2.134042 1.006142 2.891435 -0.1 1.1 3.4 -0.46
O 2.216957 0.427833 1.854498 3.0 -0.1 0.3 0.04
N 0.897163 1.287785 3.387215 1.0 0.6 0.7 0.08
C -0.383261 1.048072 2.683067 1.9 1.7 1.3 -0.03
H 2.981233 2.052382 4.591960 -0.1 0.1 0.1 0.07
H 4.138218 1.956240 3.328649 0.0 -0.5 -0.4 0.09
H 3.715296 0.509803 4.365362 0.2 -0.2 -0.5 0.09
H 0.988065 1.832496 4.232865 -0.9 0.0 0.0 0.13
H -0.382077 1.586659 1.735426 -0.1 -0.2 0.5 0.07
H -1.162293 1.462760 3.322769 -0.2 -0.3 0.0 0.12
H -0.562586 0.003275 2.429395 2.8 2.6 1.4 0.01
C 2.761922 3.264912 -5.028248 0.4 -0.3 0.5 -0.01
C 1.595504 2.319821 -5.142915 -1.6 0.2 -2.0 -0.49
O 1.073240 2.215013 -6.279556 0.7 -0.5 2.4 0.02
N 1.112994 1.664943 -4.023888 1.3 1.0 -2.0 -0.02
C 0.011789 0.721530 -4.074711 0.4 1.5 -0.4 -0.09
H 2.469063 4.235186 -4.627145 -0.1 0.0 0.2 0.07
H 3.169335 3.450191 -6.022124 -0.1 -0.2 0.1 0.08
H 3.520835 2.818862 -4.385451 0.2 0.2 0.1 0.07
H 1.382366 1.998152 -3.109283 0.6 -0.3 -0.4 0.11
H 0.106136 0.097110 -4.963136 -0.4 0.1 0.4 0.09
H -0.936800 1.256439 -4.028440 -0.3 -0.1 -0.7 0.10
H 0.119210 0.318185 -3.067801 -0.3 -0.2 -2.2 0.01
C 4.375807 -1.531057 1.350806 1.2 -0.2 -0.5 0.02
C 3.764664 -2.613831 0.437539 0.8 -3.3 0.6 -0.50
O 3.718212 -3.851297 0.792900 0.8 3.4 -1.1 -0.03
N 3.290642 -2.224034 -0.747306 2.0 -1.7 -0.8 0.04
C 2.884540 -3.278095 -1.718922 -0.8 0.0 0.7 -0.02
H 4.475534 -0.565498 0.854972 0.0 -0.5 0.2 0.06
H 5.390882 -1.858108 1.576087 0.1 -0.2 -0.2 0.10
H 3.926145 -1.408068 2.336090 0.4 0.1 -0.4 0.06
H 3.102779 -1.240335 -0.878223 0.2 -0.5 -0.4 0.07
H 3.639305 -4.030586 -1.947388 0.4 0.4 0.3 0.11
H 2.473193 -2.889408 -2.650492 0.7 -0.2 1.1 0.03
H 2.018718 -3.810545 -1.325298 1.0 0.0 0.4 0.06
C -1.839624 -0.778577 1.310804 -2.5 1.7 0.2 -0.06
C -2.803098 0.373289 0.960117 1.8 -0.2 0.4 -0.42
O -2.618052 1.166504 0.039001 -0.6 -1.4 0.3 0.09
N -3.810615 0.506622 1.852096 -1.0 0.4 0.0 0.04
C -4.943122 1.370548 1.569316 -0.7 0.0 -1.1 -0.08
H -1.165367 -1.034615 0.493540 -0.9 1.9 1.8 0.06
H -2.423314 -1.678885 1.502789 -0.9 1.9 0.5 0.09
H -1.296213 -0.584577 2.235557 -3.0 -1.8 -1.9 0.00
H -3.799100 0.065070 2.760401 0.1 -0.3 -0.5 0.13
H -5.686158 1.286094 2.362329 0.3 0.4 0.1 0.10
H -5.469974 1.117355 0.649302 0.1 -0.9 -0.1 0.10
H -4.603503 2.365999 1.283261 -0.3 -0.4 0.7 0.05
C -3.233170 5.888380 -3.879247 -0.2 0.7 0.2 0.01
C -2.808338 4.617293 -3.188954 -1.4 -0.4 -0.5 -0.57
O -3.626519 3.778236 -2.857320 -0.6 -0.2 -0.5 0.04
N -1.502311 4.427743 -3.007895 2.1 0.7 -1.4 0.01
C -0.804444 3.233673 -2.513331 -1.0 2.6 -1.6 -0.09
H -3.301898 5.701209 -4.950854 0.5 0.2 -0.1 0.09
H -2.597456 6.724906 -3.589097 0.4 0.0 -0.6 0.08
H -4.227620 6.248304 -3.615376 -0.1 -0.6 0.4 0.08
H -0.871848 5.169292 -3.277598 -0.3 0.0 -0.2 0.15
H 0.008158 2.995557 -3.199683 -0.9 0.1 0.1 0.08
H -1.619978 2.520687 -2.392255 0.8 -0.6 -0.1 0.12
H -0.404460 3.534990 -1.545181 -0.1 0.6 -1.4 0.06
C -1.453101 -1.925975 3.816266 -0.7 -0.7 0.5 0.04
C -1.282673 -3.023123 2.758198 -1.1 3.2 3.0 -0.60
O -0.745365 -2.805485 1.733245 1.3 -3.7 6.1 -0.17
N -1.800621 -4.161832 3.068554 -1.7 -4.1 1.0 0.06
C -1.311203 -5.438396 2.548184 0.5 -0.9 -0.6 -0.02
H -0.569656 -1.291336 3.885927 0.0 -0.3 0.1 0.10
H -1.595328 -2.460795 4.755326 0.0 0.5 0.3 0.09
H -2.311509 -1.296794 3.580986 0.0 -0.2 0.5 0.08
H -2.394743 -4.150255 3.885238 0.2 -0.5 0.0 0.16
H -0.951436 -6.123008 3.316291 -0.2 0.3 0.5 0.09
H -0.451235 -5.330212 1.887239 0.1 0.8 0.2 0.10
H -1.964150 -6.046173 1.921792 -0.8 0.5 0.2 0.08
C 1.800160 3.910362 1.226028 0.0 1.1 0.9 0.05
C 0.328158 4.283506 1.473458 4.5 3.6 1.2 -0.49
O -0.498639 3.726275 0.870321 -1.2 0.2 2.1 -0.07
N 0.088214 5.410959 2.183134 1.3 0.0 0.9 0.04
C -1.227917 5.974104 2.374516 -0.2 -0.8 0.1 -0.04
H 1.788508 3.225538 0.378097 0.9 1.0 1.3 0.03
H 2.195561 3.573255 2.184203 0.3 -0.7 -0.3 0.08
H 2.440745 4.752160 0.963126 -0.3 0.3 0.0 0.10
H 0.804656 5.682966 2.841028 0.1 0.1 -0.3 0.13
H -1.166558 6.969156 2.815222 0.0 -0.1 -0.2 0.10
H -1.780695 5.295393 3.024051 -0.2 0.4 0.2 0.07
H -1.756523 5.927656 1.422410 0.3 0.8 0.4 0.07
C 0.332497 1.842595 -0.375476 -1.0 -2.9 -1.1 0.01
C 0.272477 0.327072 -0.624147 0.7 1.9 3.0 -0.45
O 0.020925 -0.167888 -1.711996 0.8 2.6 4.4 -0.15
N 0.721670 -0.366248 0.415091 -1.2 -1.7 -2.7 0.09
C 0.966730 -1.814386 0.492398 2.6 2.3 -2.0 -0.07
H -0.034008 2.324547 -1.281835 1.4 -1.4 1.0 0.04
H 1.324832 2.179931 -0.076200 -1.2 -1.4 -0.5 0.04
H -0.441068 2.147865 0.329153 1.1 -1.2 -0.6 0.05
H 1.068685 0.135545 1.220001 -0.4 -0.1 -0.6 0.00
H 0.447393 -2.150307 1.389923 0.5 1.7 -4.1 0.00
H 2.013415 -2.061545 0.669793 -1.5 1.2 -0.1 0.06
H 0.764465 -2.331790 -0.445414 0.6 0.7 0.0 0.11
C -1.124889 -5.984397 -1.720856 -1.1 -0.6 0.5 0.02
C -0.765355 -4.560690 -1.421845 1.2 1.1 -0.3 -0.42
O 0.351925 -4.082204 -1.733766 -2.5 -1.7 1.9 -0.06
N -1.680210 -3.802376 -0.760571 -0.1 -2.6 -1.7 0.08
C -1.377439 -2.577422 -0.115713 -1.5 -2.5 -2.9 -0.20
H -1.423976 -6.440205 -0.776985 0.6 -0.3 0.4 0.07
H -0.384214 -6.612386 -2.215945 0.1 0.5 0.1 0.10
H -2.091788 -6.104965 -2.209410 0.1 0.5 -0.7 0.09
H -2.534589 -4.292171 -0.536435 0.0 0.3 -0.1 0.15
H -2.022657 -2.570010 0.762776 -0.5 -0.8 -3.5 0.09
H -1.355320 -1.667368 -0.715229 -0.9 -1.1 -0.4 0.09
H -0.393442 -2.762558 0.315065 -2.0 0.3 -3.1 0.06
C -1.007518 -1.703267 -2.740789 -2.0 -0.9 -2.7 -0.04
C -0.820822 -2.250807 -4.130777 1.1 -0.4 0.2 -0.49
O -1.267038 -1.769212 -5.172185 -0.1 -0.8 0.7 0.03
N 0.097534 -3.256381 -4.052333 -1.0 0.3 -1.2 -0.02
C 0.517721 -4.036528 -5.166028 0.1 0.7 -0.6 -0.07
H -1.197058 -0.646180 -2.927125 -1.4 -1.1 0.1 0.09
H -0.108357 -1.664414 -2.125910 -0.9 -2.0 -1.2 0.06
H -1.775974 -2.224882 -2.170243 -0.2 0.4 -1.3 0.09
H 0.476051 -3.448601 -3.135888 -0.2 -0.1 -0.6 0.04
H 1.606465 -3.993454 -5.195213 0.1 -0.7 -0.2 0.08
H 0.162687 -3.539553 -6.068846 0.0 0.0 -0.1 0.08
H 0.082659 -5.035901 -5.156189 0.4 -0.3 0.0 0.08



Entry 2:
53
Properties=species:S:1:pos:R:3:forces:R:3:lowdin_charge:R:1 method="wB97M-V/def2-TZVPD" multiplicity=4 e_tot_ha=-1620.76561 homo_ev="-7.872 / -7.945" molar_mass_g_mol=474.69 e_above_lowest_kcal_mol=0.00 orbital_gap_ev="8.04 / 8.11"
O 0.438691 0.199750 -3.634646 -0.3 0.6 -2.0 -0.15
C 0.259951 1.537749 -4.215888 0.3 0.2 0.5 -0.17
C 0.176262 1.039325 -5.651085 0.0 -0.3 0.8 -0.07
H 1.142137 2.158782 -4.007764 -0.4 0.0 0.0 0.12
H -0.658073 2.023010 -3.864476 0.2 -0.1 0.2 0.12
C 0.313961 -0.359732 -4.996692 0.2 -0.4 -0.2 -0.55
H 1.030524 1.350930 -6.245674 -0.2 -0.1 -0.3 0.11
H -0.790885 1.256035 -6.108601 0.3 -0.2 -0.2 0.12
C 1.603971 -1.110041 -5.289409 -0.2 -0.2 0.2 -0.02
H 2.472349 -0.471957 -5.087993 -0.2 -0.1 -0.2 0.09
H 1.625749 -1.480551 -6.318616 0.1 0.1 0.1 0.09
H 1.657757 -1.964026 -4.598770 0.1 0.1 -0.2 0.09
C -0.928789 -1.232873 -5.111670 0.2 -0.1 0.2 -0.02
H -1.829292 -0.683721 -4.808192 0.2 -0.1 -0.1 0.09
H -0.812670 -2.102014 -4.451241 -0.1 0.1 -0.2 0.09
H -1.057265 -1.588860 -6.141306 0.0 0.1 0.2 0.09
Nd -0.014309 -0.111418 2.822564 0.2 0.6 1.8 1.79
C -2.254187 -0.788245 4.283218 -0.3 0.7 -0.5 -0.21
C -2.228192 0.631753 4.430383 -0.3 -0.5 -0.8 -0.18
C -2.444264 1.213613 3.146289 -0.2 -0.6 0.1 -0.21
H -2.125051 1.179512 5.361315 0.2 -0.1 -0.2 0.10
C -2.617655 0.149593 2.199751 -0.3 0.0 0.5 -0.26
C -2.491178 -1.086089 2.908410 -0.4 0.4 0.0 -0.26
H -2.636689 -2.082088 2.486172 0.1 0.4 0.1 0.10
H -2.178606 -1.517768 5.084362 0.1 0.2 -0.2 0.10
H -2.554236 2.282356 2.951998 0.2 -0.4 0.0 0.10
H -2.933120 0.258912 1.158812 0.2 0.0 0.4 0.10
C 1.067648 -1.979830 4.502303 0.2 -0.2 -0.9 -0.19
C 0.177301 -2.675798 3.631146 0.8 -0.1 -0.2 -0.24
C 0.714262 -2.632261 2.307090 0.3 0.1 0.5 -0.24
H -0.722882 -3.205023 3.938739 0.3 0.2 -0.1 0.10
C 1.942994 -1.889863 2.361200 -0.1 -0.3 0.4 -0.24
C 2.163813 -1.494539 3.714922 -0.5 -0.6 -0.2 -0.21
H 3.026767 -0.953503 4.100924 -0.4 -0.1 -0.2 0.10
H 0.958475 -1.896713 5.584359 0.0 0.2 -0.4 0.11
H 0.303642 -3.137241 1.429581 0.1 0.3 0.3 0.10
H 2.612417 -1.696906 1.518549 -0.3 -0.1 0.4 0.10
O 1.033080 1.163813 0.847295 -0.9 -0.2 -0.6 -0.27
C 0.255923 0.202570 0.039841 0.4 0.1 -0.2 -0.23
C -0.322179 0.965800 -1.132458 -0.5 0.0 0.2 -0.15
H -0.613259 -0.270228 0.579239 0.7 0.4 -0.3 0.06
H 0.947194 -0.605318 -0.264340 -0.3 0.4 0.1 0.13
C 0.552136 2.237733 -1.227296 0.3 -0.7 -0.5 -0.15
H -1.381906 1.204437 -0.951096 0.3 0.2 0.1 0.12
H -0.294249 0.287996 -1.992327 0.0 0.7 0.3 0.09
C 0.975536 2.500426 0.204984 -0.4 -0.7 0.5 -0.12
H 0.040147 3.073612 -1.710754 0.0 0.0 0.3 0.12
H 1.435543 2.019875 -1.846900 -0.2 0.0 0.3 0.11
H 0.235140 3.098289 0.748348 0.2 0.0 0.0 0.13
H 1.970033 2.931839 0.309579 -0.1 0.0 0.0 0.13
O 1.033831 1.426118 6.860097 -0.1 0.0 -0.8 0.05
C 0.918690 1.348654 5.676279 -0.1 0.0 -1.1 -0.53
N 0.802997 1.274107 4.469458 0.3 0.4 1.9 -0.11